(1)
Below is a cluster of 2 separate species, C4H9O3 in total at a distorted geometry, with properties calculated with ωB97M-V with the def2-TZVPD basis set.

- Highest occupied orbital energy: -4.453 eV
- Energy relative to the best compared isomer or geometry (same formula, charge and spin): 10.3 kcal per mole
- Total charge: -1
- F_max: 1.058 eV Å⁻¹
- E: -383.5902 a.u.

```
16
C4H9O3 | the Open Molecules 2025 dataset | ωB97M-V with the def2-TZVPD basis set
C 1.581 1.002 -0.319
C 0.473 0.940 -1.357
C 1.219 0.979 1.181
O 2.118 1.360 1.948
O 0.064 0.563 1.494
H 2.244 0.139 -0.456
H 2.264 1.839 -0.485
H 0.844 0.816 -2.383
H -0.107 1.869 -1.254
H -0.233 0.150 -1.165
C -1.945 -1.749 0.203
O -1.369 -1.649 1.467
H -0.796 -0.857 1.549
H -2.461 -2.712 0.164
H -2.705 -0.973 0.008
H -1.191 -1.717 -0.594
```



(2)
Below is a cluster of 2 separate species, C4H9O3 in total at a distorted geometry, with properties calculated with ωB97M-V with the def2-TZVPD basis set.

- Highest occupied orbital energy: -3.252 eV
- Energy relative to the best compared isomer or geometry (same formula, charge and spin): 48.6 kcal per mole
- Total charge: -1
- F_max: 1.758 eV Å⁻¹
- E: -383.5291 a.u.

```
16
C4H9O3 | the Open Molecules 2025 dataset | ωB97M-V with the def2-TZVPD basis set
C 0.961 1.496 0.097
O -0.247 1.007 -0.233
C 1.104 1.819 1.582
H 1.228 2.389 -0.454
H 1.795 0.727 -0.133
H 2.063 2.281 1.867
H 0.938 0.872 2.170
H 0.280 2.401 1.985
O -2.703 -1.969 -1.212
C -1.521 -1.752 -1.132
O -0.801 -1.495 -2.309
C -0.638 -1.688 0.020
H -1.410 -1.418 -3.039
H 0.314 -2.181 -0.282
H -0.967 -2.101 0.986
H -0.397 -0.388 0.087
```



(3)
Below is a cluster of 2 separate species, C4H9O3 in total at a distorted geometry, with properties calculated with ωB97M-V with the def2-TZVPD basis set.

- Spin multiplicity: 2
- Highest occupied orbital energy (alpha / beta): -10.070 / -10.034 eV
- Energy relative to the best compared isomer or geometry (same formula, charge and spin): 3.3 kcal per mole
- F_max: 1.179 eV Å⁻¹
- E: -383.4473 a.u.

```
16
C4H9O3 | the Open Molecules 2025 dataset | ωB97M-V with the def2-TZVPD basis set
O -0.595 -0.138 -1.511
C -1.546 0.167 -0.678
O -1.427 0.166 0.517
C -2.858 0.580 -1.355
H -3.369 1.138 -0.582
H -2.663 1.157 -2.254
H -3.429 -0.304 -1.622
C 1.503 -0.431 0.716
O 2.835 -0.777 0.369
C 1.546 0.525 1.888
H 1.029 0.041 -0.157
H 0.896 -1.299 0.983
H 2.790 -1.348 -0.404
H 2.204 1.366 1.670
H 0.542 0.899 2.061
H 1.917 0.035 2.786
```